<P>
2 unconnected molecules or ions with the total composition CH2ClN3S. Source: OMol25; level of theory: ωB97M-V/def2-TZVPD.

Computed properties:
HOMO level (spin up / spin down)   -7.5 / -8.0 eV

Geometry as ORCA input:
```
! RIJCOSX wB97M-V def2-TZVPD def2/J DEFGRID3
* xyz 0 1
C 1.771 -0.753 0.916
N -0.482 -0.181 0.960
N -1.593 0.610 -0.865
N -0.568 0.285 -0.138
S 2.747 0.446 0.691
Cl 1.933 -2.375 0.772
H -1.527 0.751 -1.853
H -2.280 1.218 -0.484
*
```

Mulliken population analysis, charges in e, atoms 1 to 5: C 0.3091; N -0.4112; N -0.5735; N 0.5086; S -0.2275



<Q>
CH2ClN3S in the gas phase. Source: OMol25; level of theory: ωB97M-V/def2-TZVPD.

Computed properties:
HOMO level   -8.9 eV
SMILES   NC(=S)/N=N\Cl

Geometry as ORCA input:
```
! RIJCOSX wB97M-V def2-TZVPD def2/J DEFGRID3
* xyz 0 1
N -0.024 -0.119 -0.352
C 0.618 -1.279 -0.123
S -0.010 -2.732 -0.452
N 1.977 -1.277 0.209
N 2.684 -1.891 0.955
Cl 2.066 -3.320 1.858
H 0.650 0.557 -0.188
H -0.599 0.060 -1.225
*
```

Mulliken population analysis, charges in e, atoms 1 to 5: N -0.3864; C 0.3848; S -0.2829; N -0.0098; N -0.1003



Which of them is the least stable? Correct choice: <P>.



<P>
2 unconnected molecules or ions with the total composition C2H6O2P. Source: OMol25; level of theory: ωB97M-V/def2-TZVPD.

Computed properties:
HOMO level   -2.7 eV

Geometry as ORCA input:
```
! RIJCOSX wB97M-V def2-TZVPD def2/J DEFGRID3
* xyz -1 1
C -1.718 -1.369 1.083
C 1.673 1.256 -0.443
O 1.039 0.476 -2.922
O -1.242 -1.238 -0.162
P 0.327 0.976 -1.718
H -1.634 -2.428 1.430
H -2.880 -1.004 1.278
H -1.188 -0.776 1.896
H 1.779 0.402 0.142
H 1.390 1.930 0.332
H 2.455 1.775 -0.915
*
```

Mulliken population analysis, charges in e, atoms 1 to 5: C -0.5496; C -1.0495; O -0.4945; O -0.7382; P 0.4231



<Q>
2 unconnected molecules or ions with the total composition C2H6O2P. Source: OMol25; level of theory: ωB97M-V/def2-TZVPD.

Computed properties:
HOMO level   -3.3 eV

Geometry as ORCA input:
```
! RIJCOSX wB97M-V def2-TZVPD def2/J DEFGRID3
* xyz -1 1
C 0.664 -0.288 -1.599
C 0.581 1.013 0.919
O 0.615 -1.684 0.869
O -2.449 -0.403 0.154
P 0.366 -0.497 0.021
H 0.630 -1.200 -2.147
H 0.079 0.638 -2.028
H -0.287 0.948 1.574
H 1.463 0.979 1.509
H 0.560 1.795 0.250
H -2.220 -1.301 0.478
*
```

Mulliken population analysis, charges in e, atoms 1 to 5: C -0.7653; C -0.8272; O -0.6851; O -0.9976; P 0.7397



Which of them is the least stable? Correct choice: <P>.



<P>
C20H21N3O4S in the gas phase. Source: OMol25; level of theory: ωB97M-V/def2-TZVPD.

Computed properties:
HOMO level   -9.0 eV
SMILES   CCN(CC)S(=O)(=O)c1ccc(NC(=O)c2cc(=O)[nH]c3ccccc23)cc1

Geometry as ORCA input:
```
! RIJCOSX wB97M-V def2-TZVPD def2/J DEFGRID3
* xyz 0 1
C 3.460 -0.721 -2.819
C 2.330 -0.494 -1.822
N 2.032 -1.712 -1.096
C 2.125 -1.701 0.344
C 3.572 -1.613 0.818
S 0.847 -2.664 -1.765
O 0.769 -3.870 -0.998
O 1.087 -2.745 -3.173
C -0.640 -1.698 -1.494
C -1.227 -1.705 -0.243
C -2.267 -0.839 0.033
C -2.699 0.061 -0.942
N -3.671 1.025 -0.665
C -3.789 1.822 0.442
O -4.662 2.655 0.514
C -2.783 1.597 1.531
C -3.224 1.231 2.755
C -2.317 0.934 3.852
O -2.644 0.585 4.967
N -0.978 1.048 3.520
C -0.484 1.474 2.321
C 0.894 1.603 2.121
C 1.376 2.060 0.916
C 0.498 2.409 -0.108
C -0.859 2.279 0.072
C -1.377 1.788 1.277
C -2.149 0.004 -2.223
C -1.116 -0.872 -2.495
H 4.361 -1.040 -2.302
H 3.668 0.195 -3.367
H 3.164 -1.498 -3.518
H 2.598 0.285 -1.104
H 1.432 -0.163 -2.355
H 1.694 -2.647 0.672
H 1.535 -0.871 0.767
H 4.026 -0.672 0.517
H 4.147 -2.429 0.391
H 3.607 -1.685 1.902
H -0.877 -2.407 0.496
H -2.747 -0.859 0.998
H -4.279 1.293 -1.431
H -4.277 1.114 2.958
H -0.323 0.832 4.263
H 1.570 1.351 2.925
H 2.441 2.167 0.772
H 0.885 2.789 -1.040
H -1.536 2.576 -0.713
H -2.521 0.664 -2.994
H -0.672 -0.933 -3.476
*
```

Mulliken population analysis, charges in e, atoms 1 to 5: C -1.5495; C 0.0826; N 0.2959; C 0.0717; C -1.5729



<Q>
C20H21N3O4S in the gas phase. Source: OMol25; level of theory: ωB97M-V/def2-TZVPD.

Computed properties:
HOMO level   -8.3 eV
SMILES   Cn1c(C(=O)O[C@H](C(=O)NC[C@@H]2CCCO2)c2cccnc2)cc2sccc21

Geometry as ORCA input:
```
! RIJCOSX wB97M-V def2-TZVPD def2/J DEFGRID3
* xyz 0 1
C 2.918 2.458 -2.344
N 2.929 1.193 -1.664
C 1.854 0.595 -1.038
C 0.543 1.212 -0.994
O 0.234 2.278 -1.474
O -0.332 0.432 -0.311
C -1.666 0.923 -0.227
C -2.430 0.125 0.847
O -3.387 0.596 1.423
N -1.970 -1.124 0.999
C -2.412 -2.023 2.034
C -1.367 -2.096 3.165
C -1.335 -0.827 4.031
C 0.158 -0.612 4.270
C 0.740 -1.141 2.962
O -0.064 -2.254 2.610
C -2.423 0.768 -1.521
C -3.537 1.556 -1.784
C -4.227 1.361 -2.967
C -3.771 0.385 -3.843
N -2.715 -0.370 -3.598
C -2.063 -0.186 -2.466
C 2.245 -0.629 -0.498
C 3.595 -0.765 -0.807
S 4.912 -1.864 -0.590
C 5.956 -0.786 -1.463
C 5.358 0.350 -1.902
C 3.995 0.374 -1.529
H 3.907 2.642 -2.759
H 2.178 2.455 -3.145
H 2.657 3.262 -1.653
H -1.654 1.981 0.063
H -1.102 -1.371 0.547
H -3.363 -1.655 2.424
H -2.550 -3.015 1.597
H -1.575 -2.986 3.775
H -1.900 -0.952 4.951
H -1.756 0.012 3.475
H 0.418 0.427 4.451
H 0.502 -1.221 5.106
H 1.771 -1.490 3.045
H 0.685 -0.368 2.181
H -3.855 2.299 -1.067
H -5.096 1.954 -3.207
H -4.272 0.196 -4.783
H -1.205 -0.829 -2.311
H 1.624 -1.313 0.043
H 6.980 -1.074 -1.598
H 5.868 1.116 -2.457
*
```

Mulliken population analysis, charges in e, atoms 1 to 5: C -0.8658; N -0.0131; C 0.2026; C 0.4042; O -0.6480



Which of them is the least stable? Correct choice: <Q>.



<P>
4 unconnected molecules or ions with the total composition C2H11NO4. Source: OMol25; level of theory: ωB97M-V/def2-TZVPD.

Computed properties:
⟨S²⟩   0.773
HOMO level (spin up / spin down)   -14.3 / -14.3 eV

Geometry as ORCA input:
```
! RIJCOSX wB97M-V def2-TZVPD def2/J DEFGRID3
* xyz 1 2
C 0.819 1.420 -1.027
N 0.023 1.309 0.132
C 0.086 2.325 1.122
O 0.426 1.071 -2.114
H 1.675 2.087 -0.929
H -0.795 0.677 0.106
H -0.522 2.037 1.991
H -0.444 3.230 0.786
H 1.059 2.495 1.555
H -0.130 -1.890 -0.875
H -1.410 -2.614 -0.482
O -0.737 -2.031 -0.119
H 0.719 -0.758 -2.364
H 0.685 -2.106 -3.118
O 0.947 -1.689 -2.279
H -1.927 -0.947 3.475
H -0.489 -1.198 3.175
O -1.102 -1.184 3.920
*
```

Mulliken population analysis, charges in e, atoms 1 to 5: C 0.0832; N 0.1577; C -0.8395; O -0.4089; H 0.3971



<Q>
4 unconnected molecules or ions with the total composition C2H11NO4. Source: OMol25; level of theory: ωB97M-V/def2-TZVPD.

Computed properties:
⟨S²⟩   0.756
HOMO level (spin up / spin down)   -14.1 / -14.1 eV

Geometry as ORCA input:
```
! RIJCOSX wB97M-V def2-TZVPD def2/J DEFGRID3
* xyz 1 2
C 1.084 -0.460 -2.586
C 1.032 -0.044 -1.171
N 1.794 -0.554 -0.226
O 0.181 0.813 -0.793
H 0.544 0.194 -3.273
H 0.614 -1.432 -2.719
H 2.104 -0.512 -2.961
H 2.747 -0.815 -0.418
H 1.479 -0.285 0.741
H -2.950 -0.075 0.307
H -4.229 -0.284 1.052
O -3.665 -0.708 0.386
H 0.486 0.561 2.438
H 1.659 -0.221 3.114
O 1.411 0.283 2.331
H -1.178 0.768 0.648
H -1.764 1.825 1.549
O -1.349 0.945 1.581
*
```

Mulliken population analysis, charges in e, atoms 1 to 5: C -1.0853; C 0.8666; N -0.1513; O -0.2579; H 0.3501



Which of them is the least stable? Correct choice: <P>.



<P>
7 unconnected molecules or ions with the total composition C6H27NO6. Source: OMol25; level of theory: ωB97M-V/def2-TZVPD.

Computed properties:
HOMO level   -10.0 eV
SMILES   CC[C@@H](C)[C@H](C)N.O.O.O.O.O.O

Geometry as ORCA input:
```
! RIJCOSX wB97M-V def2-TZVPD def2/J DEFGRID3
* xyz 0 1
C -1.814 2.299 -0.562
C -0.988 1.943 0.687
C 0.122 0.935 0.501
C 1.491 1.602 0.126
C 0.114 -0.132 1.625
C 1.056 0.323 2.802
N 0.472 -1.449 0.960
H -2.665 2.830 -0.180
H -2.189 1.405 -1.291
H -1.515 2.941 -1.349
H -1.918 1.646 1.358
H -0.550 2.806 1.112
H -0.266 0.446 -0.402
H 1.417 1.965 -0.905
H 1.499 2.512 0.604
H 2.432 1.064 0.129
H -0.981 -0.268 1.981
H 1.953 -0.079 2.542
H 1.140 1.377 2.925
H 0.604 -0.086 3.762
H 1.204 -1.933 1.509
H -0.331 -2.044 0.811
O -4.164 0.165 0.718
H -3.460 -0.511 0.908
H -4.553 -0.020 -0.160
O 2.424 -1.486 -1.441
H 2.250 -2.396 -1.787
H 1.672 -1.621 -0.889
O -3.012 -1.085 -1.595
H -2.111 -1.489 -1.378
H -3.570 -1.883 -1.876
O -0.155 -2.140 -1.431
H -0.101 -1.962 -2.376
H 0.010 -1.235 -1.114
O 1.228 -0.204 -3.353
H 1.871 -0.570 -2.808
H 1.050 0.753 -3.064
O 3.677 -1.372 1.266
H 3.919 -1.882 0.496
H 2.737 -1.166 1.139
*
```

Mulliken population analysis, charges in e, atoms 1 to 5: C -1.1243; C -0.4409; C 1.7177; C -1.6916; C -0.1507



<Q>
7 unconnected molecules or ions with the total composition C6H27NO6. Source: OMol25; level of theory: ωB97M-V/def2-TZVPD.

Computed properties:
HOMO level   -9.4 eV
SMILES   CCNCC(C)C.O.O.O.O.O.O

Geometry as ORCA input:
```
! RIJCOSX wB97M-V def2-TZVPD def2/J DEFGRID3
* xyz 0 1
C 0.824 2.241 1.178
C 0.311 1.743 -0.154
N -0.473 0.459 0.009
C -0.031 -0.552 -0.989
C -1.171 -1.578 -1.106
C -1.271 -2.575 0.047
C -1.067 -2.397 -2.405
H 1.281 1.487 1.819
H 0.033 2.660 1.818
H 1.461 3.125 1.082
H -0.322 2.505 -0.605
H 1.146 1.443 -0.778
H -1.414 0.704 -0.253
H 0.146 -0.140 -1.984
H 0.899 -1.000 -0.650
H -2.091 -0.991 -1.216
H -1.742 -3.510 -0.274
H -0.273 -2.999 0.222
H -1.813 -2.238 0.924
H -0.696 -1.902 -3.298
H -1.926 -3.047 -2.548
H -0.193 -3.051 -2.207
O -0.119 -0.270 2.612
H -0.402 -1.172 2.753
H 0.118 -0.081 1.673
O 3.771 -0.176 -0.163
H 4.189 -1.030 -0.073
H 3.041 -0.007 0.435
O 2.633 -0.192 2.398
H 1.791 -0.050 2.845
H 3.442 -0.115 2.900
O -2.888 0.399 1.536
H -2.106 -0.089 1.217
H -2.690 0.362 2.473
O -3.626 1.403 -1.277
H -3.451 2.345 -1.155
H -3.558 1.103 -0.367
O 2.398 1.116 -2.450
H 2.639 1.503 -3.287
H 3.119 1.167 -1.816
*
```

Mulliken population analysis, charges in e, atoms 1 to 5: C -1.1846; C 0.0743; N 0.0174; C -0.7357; C 0.9246



Which of them is the least stable? Correct choice: <P>.



<P>
A molecular structure, C39H38Cl2FN7O5RuS3. Source: OMol25; level of theory: ωB97M-V/def2-TZVPD.

Computed properties:
⟨S²⟩   0.758
HOMO level (spin up / spin down)   -8.7 / -8.8 eV

Geometry as ORCA input:
```
! RIJCOSX wB97M-V def2-TZVPD def2/J DEFGRID3
* xyz 1 2
Ru 1.110 2.801 1.451
C 3.500 -5.338 2.655
C 2.920 -3.972 2.913
C 2.667 -3.094 1.860
C 2.086 -1.859 2.090
C 1.741 -1.495 3.385
C 2.000 -2.344 4.449
C 2.591 -3.576 4.205
S 0.893 0.034 3.660
O 1.013 0.320 5.068
O -0.431 -0.098 3.104
N 1.673 1.057 2.719
C 2.939 1.496 2.944
C 3.912 1.080 3.861
C 5.111 1.755 3.855
C 5.333 2.808 2.960
C 4.323 3.155 2.095
N 3.159 2.500 2.080
H 4.059 -5.361 1.720
H 2.702 -6.082 2.585
H 4.163 -5.647 3.463
H 2.933 -3.384 0.849
H 1.917 -1.146 1.292
H 1.746 -2.031 5.453
H 2.801 -4.241 5.034
H 3.703 0.291 4.568
H 5.886 1.473 4.557
H 6.270 3.346 2.941
H 4.428 3.962 1.382
Cl 2.310 2.450 -0.931
C 2.722 4.058 -1.444
C 3.248 4.213 -2.715
C 3.591 5.481 -3.146
C 3.400 6.563 -2.300
C 2.869 6.373 -1.039
Cl 2.655 7.766 -0.022
C 2.505 5.105 -0.558
S 1.835 4.962 1.059
H 3.388 3.346 -3.346
H 4.005 5.627 -4.134
H 3.661 7.565 -2.612
F 0.254 -3.941 -0.999
C -0.495 -2.878 -1.377
C -0.241 -1.664 -0.808
C -1.019 -0.556 -1.132
C -0.743 0.742 -0.476
O 0.175 0.843 0.336
C -1.632 1.805 -0.843
C -2.629 1.569 -1.733
N -2.858 0.389 -2.358
C -3.990 0.252 -3.242
C -3.768 0.026 -4.709
C -4.282 1.346 -4.215
C -2.064 -0.709 -2.048
C -2.297 -1.957 -2.634
C -1.523 -3.057 -2.310
N -1.811 -4.303 -2.945
C -0.805 -5.349 -2.969
C -1.120 -6.319 -4.092
N -2.494 -6.894 -3.859
C -3.521 -5.794 -3.813
C -3.139 -4.843 -2.697
C -1.528 3.204 -0.297
O -2.465 3.969 -0.507
O -0.444 3.544 0.298
H 0.539 -1.558 -0.069
H -3.306 2.380 -1.966
H -4.841 -0.242 -2.786
H -4.447 -0.640 -5.225
H -2.746 -0.004 -5.064
H -5.317 1.605 -4.382
H -3.599 2.183 -4.254
H -3.086 -2.064 -3.365
H -0.738 -5.898 -2.018
H 0.173 -4.918 -3.168
H -0.406 -7.139 -4.132
H -1.146 -5.807 -5.052
H -2.492 -7.372 -2.955
H -2.727 -7.585 -4.570
H -4.502 -6.238 -3.661
H -3.488 -5.288 -4.775
H -3.185 -5.371 -1.729
H -3.869 -4.039 -2.664
C -2.187 2.336 4.546
N -2.307 3.448 3.603
C -3.490 3.970 3.110
C -3.161 4.964 2.257
N -1.792 5.048 2.270
C -1.272 4.105 3.064
S 0.401 3.858 3.421
H -3.177 2.121 4.939
H -1.518 2.615 5.356
H -1.776 1.463 4.045
H -4.448 3.571 3.391
H -3.770 5.587 1.630
H -1.218 5.567 1.619
*
```

Mulliken population analysis, charges in e, atoms 1 to 5: Ru 0.3681; C -1.5468; C 1.0294; C -0.9583; C -0.1051



<Q>
A molecular structure, C39H38Cl2FN7O5RuS3. Source: OMol25; level of theory: ωB97M-V/def2-TZVPD.

Computed properties:
⟨S²⟩   0.757
HOMO level (spin up / spin down)   -8.8 / -9.0 eV

Geometry as ORCA input:
```
! RIJCOSX wB97M-V def2-TZVPD def2/J DEFGRID3
* xyz 1 2
Ru -2.942 -0.371 1.821
C 4.437 3.777 3.077
C 3.411 2.679 3.155
C 2.301 2.679 2.314
C 1.364 1.660 2.372
C 1.536 0.623 3.278
C 2.623 0.613 4.138
C 3.554 1.639 4.068
S 0.348 -0.698 3.340
O 0.409 -1.220 4.684
O 0.625 -1.611 2.258
N -1.031 0.027 3.000
C -1.673 0.853 3.864
C -1.267 1.448 5.064
C -2.176 2.254 5.712
C -3.457 2.450 5.191
C -3.798 1.803 4.025
N -2.915 1.038 3.379
H 4.012 4.687 2.656
H 5.276 3.477 2.444
H 4.840 4.012 4.062
H 2.159 3.499 1.619
H 0.473 1.671 1.755
H 2.722 -0.186 4.861
H 4.399 1.638 4.747
H -0.284 1.252 5.467
H -1.897 2.730 6.643
H -4.182 3.072 5.694
H -4.783 1.876 3.585
Cl -3.264 1.684 0.250
C -5.009 1.831 0.203
C -5.518 2.844 -0.589
C -6.888 3.015 -0.667
C -7.721 2.173 0.052
C -7.182 1.172 0.837
Cl -8.273 0.155 1.720
C -5.797 0.954 0.945
S -5.218 -0.363 1.953
H -4.841 3.487 -1.135
H -7.306 3.800 -1.283
H -8.796 2.285 0.013
F 3.403 1.912 -1.139
C 2.530 1.051 -1.717
C 1.385 0.719 -1.049
C 0.502 -0.209 -1.594
C -0.705 -0.588 -0.821
O -0.925 -0.056 0.263
C -1.504 -1.620 -1.426
C -1.140 -2.128 -2.630
N -0.068 -1.734 -3.360
C 0.222 -2.379 -4.617
C 0.110 -1.584 -5.887
C -0.904 -2.641 -5.565
C 0.803 -0.793 -2.831
C 1.969 -0.420 -3.507
C 2.845 0.500 -2.960
N 4.032 0.823 -3.683
C 4.614 2.141 -3.526
C 5.504 2.434 -4.719
N 6.574 1.372 -4.787
C 5.970 -0.004 -4.889
C 5.049 -0.212 -3.702
C -2.761 -2.195 -0.823
O -3.237 -3.201 -1.349
O -3.297 -1.615 0.182
H 1.178 1.134 -0.073
H -1.748 -2.913 -3.058
H 1.008 -3.124 -4.558
H 0.832 -1.776 -6.669
H -0.208 -0.555 -5.792
H -0.886 -3.571 -6.114
H -1.889 -2.303 -5.276
H 2.186 -0.834 -4.482
H 5.199 2.245 -2.601
H 3.829 2.893 -3.496
H 5.999 3.399 -4.635
H 4.950 2.378 -5.654
H 7.133 1.421 -3.931
H 7.208 1.548 -5.566
H 6.782 -0.728 -4.920
H 5.412 -0.027 -5.823
H 5.643 -0.220 -2.772
H 4.585 -1.192 -3.792
C -0.960 -4.255 4.183
N -1.800 -4.444 3.006
C -1.751 -5.527 2.150
C -2.656 -5.305 1.171
N -3.264 -4.112 1.466
C -2.723 -3.572 2.567
S -3.195 -2.116 3.363
H -0.443 -5.190 4.378
H -1.576 -3.988 5.037
H -0.244 -3.459 4.001
H -1.077 -6.348 2.315
H -2.903 -5.869 0.292
H -3.860 -3.573 0.844
*
```

Mulliken population analysis, charges in e, atoms 1 to 5: Ru 0.4828; C -1.5758; C 1.0311; C -0.7929; C -0.3738



Which of them is the least stable? Correct choice: <P>.